[1]
{"formula": "C51H41F3N5O4P2RbS", "method": "ωB97M-V with the def2-TZVPD basis set", "energy_ha": -3947.5138, "homo_energy_ev": -0.828, "relative_energy_kcal_mol": 37.4, "charge": -2, "elements": ["Rb", "N", "C", "S", "N", "N", "C", "C", "C", "C", "C", "C", "C", "C", "C", "C", "C", "C", "N", "H", "H", "H", "H", "H", "H", "H", "H", "H", "H", "H", "O", "P", "C", "P", "O", "C", "C", "C", "C", "C", "C", "C", "C", "C", "C", "C", "C", "C", "C", "C", "C", "C", "C", "C", "C", "C", "C", "C", "C", "H", "H", "H", "H", "H", "H", "H", "H", "H", "H", "H", "H", "H", "H", "H", "H", "H", "H", "H", "H", "H", "H", "C", "C", "C", "C", "N", "C", "C", "C", "C", "C", "C", "C", "H", "H", "H", "H", "H", "H", "H", "H", "F", "C", "F", "F", "C", "O", "O"], "coordinates": [[-0.1726, -0.5451, 0.1439], [3.4303, 3.7930, -1.7222], [3.2919, 2.6418, -0.9414], [3.1702, 2.8651, 0.7541], [3.3861, 1.5341, -1.6004], [2.8166, 0.3767, -1.3601], [3.4648, -0.7185, -1.5835], [4.9005, -0.7753, -1.9340], [5.3785, -1.7230, -2.8495], [6.7206, -1.7901, -3.1811], [7.6261, -0.9018, -2.6149], [7.1652, 0.0630, -1.7309], [5.8210, 0.1308, -1.3975], [2.6677, -1.9684, -1.5209], [3.2181, -3.1609, -1.0374], [2.4327, -4.2969, -0.9887], [1.1211, -4.2301, -1.4311], [0.6530, -3.0067, -1.8810], [1.3978, -1.9092, -1.9316], [3.8588, 4.5574, -1.2278], [3.8253, 3.6047, -2.6325], [4.6744, -2.4058, -3.3061], [7.0630, -2.5390, -3.8863], [8.6794, -0.9655, -2.8629], [7.8653, 0.7660, -1.2943], [5.4767, 0.8773, -0.6950], [4.2372, -3.1805, -0.6753], [2.8328, -5.2192, -0.5864], [0.4710, -5.0922, -1.3866], [-0.3688, -2.8884, -2.2324], [-1.9448, 1.1065, 0.5790], [-1.7841, 2.4424, 1.1762], [-0.1531, 2.8027, 1.9058], [0.4671, 1.4621, 2.9823], [0.8513, 0.2297, 2.2814], [-0.8233, 1.1812, 4.2270], [-1.7179, 0.1438, 3.9852], [-2.6975, -0.1622, 4.9151], [-2.7868, 0.5633, 6.0941], [-1.8917, 1.5950, 6.3397], [-0.9078, 1.9016, 5.4141], [1.8128, 2.1662, 3.9828], [2.5909, 1.2340, 4.6662], [3.6234, 1.6563, 5.4872], [3.8853, 3.0126, 5.6256], [3.1184, 3.9443, 4.9419], [2.0827, 3.5224, 4.1211], [-2.0501, 3.8022, 0.0084], [-1.4917, 5.0694, 0.1640], [-1.8860, 6.1077, -0.6637], [-2.8416, 5.8891, -1.6470], [-3.3811, 4.6214, -1.8245], [-2.9901, 3.5825, -0.9983], [-3.0885, 2.8031, 2.3894], [-3.0643, 3.8056, 3.3544], [-4.1931, 4.0736, 4.1102], [-5.3706, 3.3717, 3.8947], [-5.4089, 2.3806, 2.9216], [-4.2760, 2.0977, 2.1808], [-0.2217, 3.7325, 2.4724], [0.5776, 2.9202, 1.0937], [-1.6383, -0.4298, 3.0718], [-3.3822, -0.9753, 4.7101], [-3.5450, 0.3206, 6.8286], [-1.9640, 2.1690, 7.2565], [-0.2030, 2.6991, 5.6208], [2.3807, 0.1788, 4.5302], [4.2308, 0.9328, 6.0162], [4.6949, 3.3486, 6.2628], [3.3332, 5.0011, 5.0401], [1.5101, 4.2555, 3.5681], [-0.7233, 5.2443, 0.9065], [-1.4414, 7.0889, -0.5487], [-3.1515, 6.7054, -2.2886], [-4.0950, 4.4439, -2.6183], [-3.3680, 2.5763, -1.1490], [-2.1601, 4.3780, 3.5283], [-4.1530, 4.8307, 4.8848], [-6.2495, 3.5935, 4.4874], [-6.3249, 1.8277, 2.7535], [-4.2784, 1.3136, 1.4313], [-4.3611, -3.4276, -0.6082], [-5.2563, -2.8945, -1.5244], [-4.8884, -1.7932, -2.2766], [-3.6159, -1.2213, -2.1076], [-2.7620, -1.7616, -1.2261], [-3.1171, -2.8175, -0.5049], [-3.1528, -0.0159, -2.8445], [-3.9697, 0.5785, -3.8233], [-3.5674, 1.7399, -4.4608], [-2.3389, 2.3120, -4.1367], [-1.5258, 1.6981, -3.1891], [-1.8948, 0.5256, -2.5096], [-4.6212, -4.2803, 0.0062], [-6.2386, -3.3381, -1.6496], [-5.5936, -1.3751, -2.9814], [-2.3617, -3.1984, 0.1821], [-4.9300, 0.1480, -4.1052], [-4.2064, 2.1980, -5.2106], [-2.0290, 3.2322, -4.6321], [-0.5629, 2.1615, -2.9676], [0.1777, -2.2491, 4.2135], [-0.4579, -3.3205, 3.6834], [-0.6363, -4.1894, 4.7133], [-1.7022, -2.8948, 3.3440], [0.3313, -3.9743, 2.4467], [1.2200, -4.7514, 2.7987], [-0.1010, -3.6056, 1.3456]], "forces_ev_per_a": [[0.377, -1.497, -1.751], [0.144, 0.002, -0.035], [-0.027, -0.301, 0.086], [-0.202, 0.007, 0.361], [0.355, 0.837, -1.256], [-0.348, -0.564, 0.886], [-0.125, 0.351, 0.062], [0.250, -0.030, -0.253], [-0.162, 0.131, 0.138], [0.086, -0.021, -0.034], [-0.025, -0.044, -0.053], [0.075, -0.034, -0.032], [-0.050, -0.014, 0.165], [0.003, -0.373, 0.078], [-0.022, 0.143, -0.012], [-0.044, -0.037, -0.046], [0.101, -0.005, 0.023], [-0.017, -0.162, -0.206], [0.242, 0.085, -0.167], [0.023, 0.021, 0.045], [-0.042, -0.029, -0.015], [-0.004, -0.069, 0.010], [-0.006, 0.005, 0.000], [-0.005, 0.030, -0.007], [-0.044, 0.011, 0.037], [0.013, -0.038, 0.025], [0.031, 0.022, -0.008], [-0.024, 0.012, 0.038], [-0.041, 0.034, 0.023], [-0.014, 0.019, 0.102], [-0.960, 0.465, 0.564], [0.305, 1.027, -0.053], [-0.405, -0.443, 0.212], [0.198, 0.893, 0.611], [0.312, -0.094, 0.682], [0.069, -0.174, -0.081], [0.015, 0.078, -0.057], [-0.105, -0.045, 0.012], [-0.002, -0.021, -0.080], [-0.042, 0.145, 0.101], [-0.044, 0.072, -0.053], [-0.050, 0.030, -0.200], [-0.047, -0.071, -0.039], [0.008, 0.034, 0.014], [-0.001, 0.063, 0.029], [0.007, 0.007, 0.049], [-0.002, -0.043, -0.057], [-0.188, 0.078, 0.004], [0.054, -0.127, -0.015], [-0.004, 0.087, -0.044], [-0.004, -0.089, 0.011], [-0.038, 0.244, -0.038], [0.121, -0.259, 0.111], [-0.344, 0.012, 0.007], [0.193, -0.118, -0.118], [-0.079, 0.093, 0.186], [0.098, -0.066, -0.086], [-0.130, 0.100, 0.197], [0.250, -0.146, -0.083], [0.050, 0.027, 0.009], [0.077, 0.035, 0.057], [0.001, -0.009, 0.009], [0.020, -0.009, 0.042], [-0.021, -0.001, -0.017], [0.027, -0.036, 0.009], [0.009, -0.029, 0.006], [0.049, -0.001, 0.012], [-0.017, -0.031, -0.031], [0.007, -0.024, -0.008], [0.007, -0.001, -0.025], [0.031, 0.008, -0.012], [-0.020, 0.029, 0.033], [0.015, -0.010, 0.010], [0.012, -0.009, -0.017], [0.024, -0.083, 0.010], [-0.036, 0.033, -0.050], [0.005, -0.002, 0.009], [0.006, 0.022, -0.042], [-0.005, -0.011, -0.003], [0.033, -0.030, -0.043], [-0.045, 0.004, 0.005], [-0.047, -0.007, 0.022], [0.045, 0.015, 0.003], [-0.031, -0.037, 0.042], [-0.045, -0.175, 0.111], [0.096, -0.142, 0.137], [-0.099, -0.056, -0.058], [0.156, 0.589, -0.290], [-0.164, -0.219, 0.159], [-0.110, 0.122, -0.121], [0.182, 0.019, 0.012], [-0.403, 0.019, -0.362], [0.535, -0.285, 0.426], [0.056, -0.007, -0.001], [-0.013, 0.026, -0.013], [0.033, 0.020, -0.004], [-0.029, -0.004, 0.017], [0.029, 0.044, -0.017], [0.003, -0.023, 0.001], [-0.002, -0.011, 0.005], [-0.003, 0.007, -0.041], [0.013, -0.079, -0.092], [0.110, -0.309, -0.160], [-0.012, 0.113, -0.151], [0.082, -0.014, 0.088], [-0.474, 0.173, 0.520], [0.112, 0.000, -0.109], [0.067, 0.122, -0.078]]}

[2]
{"formula": "C51H42AsIrNP2S", "method": "ωB97M-V with the def2-TZVPD basis set", "energy_ha": -5443.9638, "homo_energy_ev": [-9.174, -9.806], "relative_energy_kcal_mol": 3.0, "s2": 6.045, "multiplicity": 5, "charge": 1, "elements": ["Ir", "C", "N", "P", "C", "C", "C", "C", "C", "C", "C", "C", "C", "C", "C", "C", "P", "C", "C", "C", "C", "C", "C", "C", "C", "C", "C", "C", "C", "H", "H", "H", "H", "H", "H", "H", "H", "H", "H", "H", "H", "H", "H", "H", "H", "H", "H", "H", "H", "H", "H", "H", "S", "C", "C", "C", "C", "C", "C", "As", "C", "C", "C", "C", "C", "C", "C", "C", "C", "C", "C", "C", "H", "H", "H", "H", "H", "H", "H", "H", "H", "H", "H", "H", "H", "H", "C", "C", "C", "C", "C", "C", "C", "C", "H", "H", "H", "H", "H"], "coordinates": [[-1.6074, 0.0279, -1.2895], [1.5712, 1.6734, 0.8271], [1.7978, 0.7972, -0.4161], [2.1254, -0.6494, 0.2955], [2.5178, -1.9990, -0.8110], [1.4316, -2.6109, -1.5134], [1.7080, -3.7256, -2.2944], [2.9591, -4.3447, -2.3602], [3.9664, -3.8045, -1.6090], [3.7521, -2.6308, -0.8901], [3.7824, -0.2212, 1.0653], [4.2548, -0.9921, 2.0636], [5.5705, -0.7154, 2.5724], [6.2372, 0.4216, 2.1767], [5.6712, 1.2446, 1.2065], [4.4832, 0.8796, 0.5867], [0.5533, 0.9956, -1.6802], [1.5042, 0.4624, -3.2006], [2.8530, 0.0061, -3.2053], [3.4232, -0.4208, -4.3787], [2.6921, -0.5105, -5.5229], [1.3871, -0.0676, -5.5206], [0.7875, 0.4046, -4.3907], [0.6511, 2.8021, -1.7859], [1.8706, 3.3854, -2.1042], [1.9925, 4.7710, -2.0998], [0.9268, 5.5512, -1.7618], [-0.2779, 5.0242, -1.4512], [-0.4337, 3.6214, -1.5085], [2.3256, 1.5228, 1.5946], [0.5266, 1.3993, 1.2367], [1.4401, 2.6914, 0.3974], [0.3641, -2.3236, -1.4559], [0.8934, -4.0894, -2.9309], [3.0954, -5.2656, -2.9803], [4.9670, -4.2288, -1.5853], [4.6035, -2.1102, -0.4464], [3.6510, -1.8045, 2.4635], [5.8991, -1.4494, 3.2939], [7.1830, 0.7114, 2.6286], [6.1971, 2.1374, 0.8677], [4.0779, 1.5271, -0.0921], [3.3883, 0.0515, -2.2567], [4.4756, -0.6343, -4.3360], [3.0494, -0.8341, -6.5057], [0.8414, -0.1466, -6.4398], [-0.2658, 0.6206, -4.4469], [2.7713, 2.7664, -2.1817], [2.9137, 5.3007, -2.1509], [1.0887, 6.6385, -1.6277], [-1.0751, 5.6773, -1.1325], [-1.4045, 3.2296, -1.2104], [-3.1391, 1.3620, -2.4246], [-4.1068, 2.1342, -1.1266], [-5.0614, 2.9825, -1.6337], [-5.8568, 3.8312, -0.8066], [-5.7545, 3.6960, 0.6265], [-4.7960, 2.7779, 1.0877], [-3.9274, 2.0621, 0.2575], [-2.5696, 0.9091, 0.8582], [-3.4987, -0.6110, 1.5140], [-2.8047, -1.5058, 2.3261], [-3.3667, -2.7136, 2.5743], [-4.5861, -3.1042, 2.0098], [-5.3059, -2.1656, 1.2163], [-4.6936, -0.9882, 0.9318], [-1.7560, 1.9260, 2.3211], [-0.9926, 3.0713, 2.1030], [-0.4124, 3.6439, 3.1828], [-0.6498, 3.1630, 4.4761], [-1.5622, 2.1617, 4.6940], [-2.1198, 1.5578, 3.5707], [-5.2790, 3.0697, -2.7038], [-6.4674, 4.5586, -1.2325], [-6.4586, 4.1999, 1.2606], [-4.7197, 2.5794, 2.1350], [-1.8499, -1.3074, 2.7579], [-2.9264, -3.4446, 3.1803], [-4.9207, -4.1181, 2.0976], [-6.2870, -2.4193, 0.8357], [-5.2120, -0.2438, 0.3221], [-0.8682, 3.4254, 1.0935], [0.3140, 4.3615, 3.0293], [-0.0126, 3.5578, 5.2606], [-1.7602, 1.7464, 5.6899], [-2.7970, 0.7026, 3.6732], [-1.8342, -1.8929, -1.0731], [-1.7707, -3.0765, -0.6447], [-1.2007, -4.1079, 0.1520], [-1.9500, -5.3014, 0.3797], [-1.6896, -6.1213, 1.4060], [-0.6177, -5.8985, 2.2698], [0.1814, -4.7863, 1.9767], [-0.0718, -3.9178, 0.9359], [-2.8639, -5.4263, -0.1781], [-2.2841, -7.0401, 1.4534], [-0.4722, -6.5319, 3.1776], [1.0809, -4.5315, 2.4648], [0.5395, -2.9894, 0.8186]], "forces_ev_per_a": [[0.535, 1.213, -0.206], [-2.984, 0.548, -1.067], [-0.793, 0.119, 1.053], [2.797, -0.826, -0.268], [-2.076, -0.896, -0.652], [0.484, -0.290, -0.006], [-0.737, 0.043, -0.829], [-0.863, -0.727, -0.498], [0.949, 0.585, 0.418], [0.975, 0.664, 0.356], [-1.935, 0.169, -1.217], [1.977, -0.487, 1.263], [-2.057, -0.857, -0.092], [0.275, -0.017, 0.264], [-0.030, -0.167, -0.686], [1.533, -0.543, 2.144], [-0.278, -0.182, -0.823], [0.472, -0.619, 0.764], [-1.791, 1.238, 0.965], [1.253, -0.138, 0.834], [-0.491, 0.287, -1.571], [0.147, -0.450, -0.691], [-0.487, -0.043, 0.759], [-0.277, 0.103, -0.390], [0.988, 0.447, 0.289], [0.441, -0.938, 0.352], [0.316, 2.262, 0.333], [-1.048, -1.522, -0.021], [-0.587, 0.921, 0.656], [-0.041, 0.349, -0.302], [1.735, 0.393, -0.439], [0.629, -0.491, 0.909], [0.930, 0.284, 0.035], [0.263, -0.097, 0.429], [-0.070, 1.011, 0.663], [-0.187, 0.016, -0.120], [-0.140, -0.486, 0.098], [0.337, -0.006, -0.028], [0.556, 0.382, 0.203], [-0.122, -0.221, -0.091], [-0.162, -0.192, 0.161], [-0.968, 1.312, -1.909], [0.217, -0.051, -0.487], [0.273, -0.391, -0.242], [0.431, -0.066, 0.663], [-0.371, 0.085, -0.242], [-0.256, 0.366, 0.241], [-0.360, 0.177, -0.356], [0.891, -0.187, -0.522], [-0.151, -0.715, -0.299], [-0.277, -0.155, -0.030], [0.214, -0.266, -0.271], [0.377, -0.533, 0.941], [0.450, 0.067, -0.600], [-2.262, 2.190, 0.247], [2.275, -2.341, 2.054], [0.739, -1.025, -2.594], [-0.376, 0.360, -0.090], [-1.001, 0.622, -0.894], [1.044, 0.096, -0.817], [0.908, -0.475, 0.562], [-0.432, 0.706, -0.275], [-1.818, -1.320, -0.652], [-0.180, 1.674, -0.924], [0.643, -2.339, 0.999], [-0.663, 2.107, -0.203], [-1.141, 0.028, -1.339], [-0.722, -1.033, -0.740], [-0.417, -0.846, 1.039], [0.728, 0.394, 0.011], [0.053, -0.447, 0.380], [-0.488, -1.291, 1.300], [0.499, -0.214, 0.311], [-1.161, 0.901, -0.695], [0.114, 0.209, 0.351], [0.047, 0.128, 0.676], [0.574, 0.423, 0.155], [1.071, -0.779, 0.823], [-0.319, -0.248, 0.370], [0.112, 0.054, -0.172], [0.108, -0.280, -0.011], [0.327, 0.180, -0.127], [1.212, 1.739, -0.127], [-0.394, 0.048, 0.186], [0.026, 0.397, -0.420], [0.244, 0.371, 0.253], [-0.142, -2.642, 0.962], [0.793, 2.871, -1.039], [-1.500, -1.297, 0.397], [-0.235, 2.413, -1.358], [0.409, -2.202, 1.044], [0.308, 0.355, 0.457], [-0.054, -0.625, -0.116], [-0.196, 1.127, -0.309], [0.005, -0.163, -0.336], [0.096, 0.407, 0.486], [0.119, 0.585, -1.055], [0.754, -0.221, 1.235], [-0.616, -1.082, 0.157]]}